Model i:
Density functional theory data (ωB97M-V with the def2-TZVPD basis set) for CH3ClN2O2 in the gas phase.

Element x y z (Å)
C  -0.29  -1.07  0.07
N  0.10  0.31  0.41
Cl  -1.26  1.31  1.61
N  0.62  1.06  -0.56
O  1.22  0.42  -1.42
O  0.45  2.25  -0.43
H  0.30  -1.47  0.88
H  -1.34  -1.34  0.22
H  0.19  -1.48  -0.79

## Properties
* HOMO-LUMO gap (alpha / beta): 8.52 / 8.52 eV
* molar mass: 110.500 g mol⁻¹
* LUMO energy (alpha / beta): -2.31 / -2.31 eV
* HOMO energy (alpha / beta): -10.829 / -10.830 eV
* SMILES: CN(Cl)[N+](=O)[O-]


Model ii:
Density functional theory data (ωB97M-V with the def2-TZVPD basis set) for CH3ClN2O2 in the gas phase.

Element x y z (Å)
C  0.05  -1.13  0.25
N  -0.10  1.43  0.18
N  0.14  0.03  -0.61
O  0.06  2.41  -0.49
O  1.01  0.08  -1.45
Cl  -1.61  -1.42  0.81
H  0.64  -1.87  -0.35
H  0.79  -0.86  1.01
H  -0.98  1.33  0.66

## Properties
* HOMO-LUMO gap (alpha / beta): 8.62 / 9.14 eV
* molar mass: 110.500 g mol⁻¹
* LUMO energy (alpha / beta): -0.33 / -0.20 eV
* HOMO energy (alpha / beta): -8.949 / -9.350 eV


Top of the stability list: model ii, leading by 0.0148 hartree.


Model i:
Density functional theory data (ωB97M-V with the def2-TZVPD basis set) for C6H12O in the gas phase.

Element x y z (Å)
C  -2.45  -0.73  0.36
C  -1.09  -0.91  -0.33
C  0.00  0.04  0.21
C  -0.33  1.44  -0.24
O  -0.78  2.33  0.45
C  1.39  -0.37  -0.27
C  2.49  0.60  0.18
H  -3.21  -1.38  -0.10
H  -2.38  -0.99  1.42
H  -2.81  0.30  0.30
H  -0.75  -1.94  -0.20
H  -1.20  -0.77  -1.41
H  -0.02  0.03  1.31
H  -0.15  1.63  -1.33
H  1.37  -0.45  -1.36
H  1.62  -1.37  0.12
H  3.48  0.13  0.13
H  2.31  0.94  1.20
H  2.52  1.50  -0.45

## Properties
* HOMO-LUMO gap: 10.77 eV
* molar mass: 100.161 g mol⁻¹
* LUMO energy: 1.09 eV
* HOMO energy: -9.674 eV
* SMILES: CCC(C=O)CC


Model ii:
Density functional theory data (ωB97M-V with the def2-TZVPD basis set) for a molecular structure, C6H12O.

Element x y z (Å)
C  1.69  0.02  -1.22
C  1.53  0.93  -0.01
O  1.23  2.29  -0.43
C  -0.13  2.03  -0.03
C  0.26  0.85  0.80
C  -1.31  -1.41  1.43
C  -1.38  -1.34  -0.10
H  2.60  0.31  -1.75
H  1.75  -1.04  -0.94
H  0.84  0.15  -1.90
H  2.43  0.87  0.62
H  -0.76  1.73  -0.89
H  -0.63  2.86  0.48
H  -0.28  -1.50  1.77
H  -1.87  -2.30  1.75
H  -1.74  -0.53  1.91
H  -0.91  -2.21  -0.57
H  -0.89  -0.45  -0.50
H  -2.42  -1.26  -0.44

## Properties
* HOMO-LUMO gap: 8.37 eV
* molar mass: 100.161 g mol⁻¹
* LUMO energy: -0.29 eV
* HOMO energy: -8.665 eV


Top of the stability list: model i, leading by 0.1860 hartree.


Model i:
Density functional theory data (ωB97M-V with the def2-TZVPD basis set) for 2 unconnected molecules or ions with the total composition CH3NO2P2.

Element x y z (Å)
N  0.28  -0.40  -0.09
C  -0.86  -0.42  -0.01
P  -2.53  -0.32  0.33
O  -2.75  1.22  -0.19
H  -2.74  -0.93  -0.87
H  -1.94  1.39  -0.70
O  3.10  0.97  0.58
P  3.41  -0.32  -0.01
H  4.03  -1.18  0.97

## Properties
* HOMO-LUMO gap: 8.75 eV
* molar mass: 122.988 g mol⁻¹
* LUMO energy: -0.48 eV
* HOMO energy: -9.233 eV
* SMILES: N#CPO.O=P


Model ii:
Density functional theory data (ωB97M-V with the def2-TZVPD basis set) for CH3NO2P2 in the gas phase.

Element x y z (Å)
C  -0.48  0.84  0.20
N  -0.93  -0.24  1.26
O  -2.22  -0.64  -1.18
O  1.92  -0.17  0.13
P  -2.27  0.25  -0.02
P  1.11  0.99  -0.60
H  -0.40  -1.07  1.66
H  2.81  -0.17  0.02
H  0.47  0.21  -1.47

## Properties
* HOMO-LUMO gap: 8.03 eV
* molar mass: 122.988 g mol⁻¹
* LUMO energy: -0.96 eV
* HOMO energy: -8.985 eV


Top of the stability list: model i, leading by 0.0500 hartree.


Model i:
Density functional theory data (ωB97M-V with the def2-TZVPD basis set) for C3H3NO in the gas phase.

Element x y z (Å)
N  -2.20  -0.03  -0.19
C  -1.08  0.29  0.08
C  0.26  -0.05  0.50
C  1.39  0.60  -0.18
O  1.05  -0.87  -0.30
H  0.27  -0.40  1.66
H  2.32  0.96  0.47
H  1.00  1.56  -0.80

## Properties
* HOMO-LUMO gap: 11.88 eV
* molar mass: 69.063 g mol⁻¹
* LUMO energy: 0.42 eV
* HOMO energy: -11.464 eV
* SMILES: N#C[C@@H]1CO1


Model ii:
Density functional theory data (ωB97M-V with the def2-TZVPD basis set) for C3H3NO in the gas phase.

Element x y z (Å)
C  -2.28  0.18  -0.44
C  -1.06  0.00  -0.51
C  0.37  -0.11  -0.45
N  0.88  0.23  0.66
O  2.16  -0.16  0.77
H  -3.34  0.25  -0.29
H  0.78  -0.65  -1.31
H  2.49  0.25  1.57

## Properties
* HOMO-LUMO gap: 10.11 eV
* molar mass: 69.063 g mol⁻¹
* LUMO energy: 0.74 eV
* HOMO energy: -9.370 eV
* SMILES: C#C/C=N/O


Model iii:
Density functional theory data (ωB97M-V with the def2-TZVPD basis set) for C3H3NO in the gas phase.

Element x y z (Å)
C  -0.16  0.45  -0.90
C  -0.91  -0.32  -0.08
O  -0.16  -0.75  0.90
C  1.02  -0.08  0.77
N  1.03  0.62  -0.33
H  -0.57  0.93  -1.85
H  -1.92  -0.80  -0.11
H  1.67  -0.05  1.60

## Properties
* HOMO-LUMO gap: 10.41 eV
* molar mass: 69.063 g mol⁻¹
* LUMO energy: 1.06 eV
* HOMO energy: -9.356 eV
* SMILES: c1cocn1


Model iv:
Density functional theory data (ωB97M-V with the def2-TZVPD basis set) for C3H3NO in the gas phase.

Element x y z (Å)
C  0.80  -1.28  -1.86
C  0.42  -0.76  -0.82
C  -0.04  -0.20  0.43
N  -0.50  1.01  0.42
O  -0.87  1.42  1.66
H  1.22  -1.76  -2.71
H  0.06  -0.80  1.35
H  -1.10  2.37  1.52

## Properties
* HOMO-LUMO gap: 10.16 eV
* molar mass: 69.063 g mol⁻¹
* LUMO energy: 0.71 eV
* HOMO energy: -9.456 eV
* SMILES: C#C/C=N/O


Top of the stability list: model iii, leading by 0.0898 hartree.


Model i:
Density functional theory data (ωB97M-V with the def2-TZVPD basis set) for 2 unconnected molecules or ions with the total composition C3H3NO.

Element x y z (Å)
C  2.50  0.49  0.12
C  1.39  0.23  -0.24
C  -1.75  -0.03  0.02
N  -0.60  -0.67  0.12
O  -2.03  1.13  -0.14
H  3.27  1.21  -0.12
H  -2.54  -0.68  0.25
H  -0.24  -1.69  0.00

## Properties
* HOMO-LUMO gap (alpha / beta): 8.26 / 8.25 eV
* molar mass: 69.063 g mol⁻¹
* LUMO energy (alpha / beta): -2.30 / -2.30 eV
* HOMO energy (alpha / beta): -10.557 / -10.557 eV


Model ii:
Density functional theory data (ωB97M-V with the def2-TZVPD basis set) for C3H3NO in the gas phase.

Element x y z (Å)
C  0.04  -0.36  -0.34
C  -0.02  -1.37  0.72
C  -0.12  1.05  -0.04
N  0.29  -1.05  -1.33
O  0.17  -2.50  0.94
H  0.49  1.28  0.83
H  -1.20  1.44  0.18
H  0.34  1.50  -0.96

## Properties
* HOMO-LUMO gap (alpha / beta): 8.72 / 8.73 eV
* molar mass: 69.063 g mol⁻¹
* LUMO energy (alpha / beta): -0.18 / -0.18 eV
* HOMO energy (alpha / beta): -8.901 / -8.906 eV


Top of the stability list: model ii, leading by 0.1478 hartree.


Model i:
Density functional theory data (ωB97M-V with the def2-TZVPD basis set) for 2 unconnected molecules or ions with the total composition C4H9NO.

Element x y z (Å)
C  -1.29  -0.46  0.49
N  -0.24  0.38  -0.01
C  -0.75  1.64  -0.47
C  1.75  -0.91  -0.71
C  1.67  -0.96  0.68
O  1.44  0.09  1.35
H  -1.99  -0.73  -0.32
H  -1.88  0.05  1.27
H  -0.86  -1.38  0.89
H  -1.28  2.17  0.35
H  0.07  2.27  -0.83
H  -1.49  1.51  -1.28
H  1.91  0.04  -1.21
H  1.80  -1.82  -1.30
H  1.60  -1.94  1.17

## Properties
* HOMO-LUMO gap (alpha / beta): 8.67 / 7.70 eV
* molar mass: 87.122 g mol⁻¹
* LUMO energy (alpha / beta): 0.12 / -0.95 eV
* HOMO energy (alpha / beta): -8.549 / -8.651 eV


Model ii:
Density functional theory data (ωB97M-V with the def2-TZVPD basis set) for a molecular structure, C4H9NO.

Element x y z (Å)
C  2.36  0.50  -0.15
O  0.96  0.51  -0.02
C  0.40  -0.79  0.05
C  -1.04  -0.89  -0.39
C  -2.34  0.24  0.42
N  -1.62  0.31  -0.88
H  2.69  -0.09  -1.03
H  2.86  0.08  0.74
H  2.68  1.54  -0.28
H  0.62  -1.28  1.02
H  0.84  -1.44  -0.72
H  -2.08  -0.95  0.57
H  -1.95  0.86  1.23
H  -3.43  0.32  0.30
H  -0.95  1.08  -0.87

## Properties
* HOMO-LUMO gap: 8.67 eV
* molar mass: 87.122 g mol⁻¹
* LUMO energy: 0.98 eV
* HOMO energy: -7.690 eV


Model iii:
Density functional theory data (ωB97M-V with the def2-TZVPD basis set) for C4H9NO in the gas phase.

Element x y z (Å)
C  -1.69  0.16  -0.74
C  -0.70  0.33  0.40
O  -1.34  -0.11  1.59
C  0.58  -0.45  0.18
C  1.65  0.01  -0.73
N  1.79  0.15  0.72
H  -2.62  0.69  -0.51
H  -1.27  0.57  -1.67
H  -1.92  -0.89  -0.90
H  -0.42  1.40  0.49
H  -0.70  0.02  2.31
H  0.44  -1.53  0.29
H  1.53  0.95  -1.26
H  2.23  -0.74  -1.25
H  2.43  -0.56  1.09

## Properties
* HOMO-LUMO gap: 10.75 eV
* molar mass: 87.122 g mol⁻¹
* LUMO energy: 1.07 eV
* HOMO energy: -9.683 eV
* SMILES: C[C@@H](O)[C@H]1CN1


Top of the stability list: model iii, leading by 0.1370 hartree.


Model i:
Density functional theory data (ωB97M-V with the def2-TZVPD basis set) for a molecular structure, C4H9NO.

Element x y z (Å)
C  0.60  -2.39  0.57
C  0.24  -1.07  -0.05
N  0.32  0.07  0.70
C  -0.87  0.58  0.28
O  -1.04  1.88  -0.07
C  0.15  2.60  -0.38
H  1.51  -2.25  1.17
H  -0.18  -2.73  1.25
H  0.79  -3.17  -0.18
H  -1.09  -0.55  -0.56
H  0.43  -0.98  -1.12
H  -1.77  0.25  0.81
H  -0.15  3.41  -1.05
H  0.88  1.96  -0.88
H  0.60  3.00  0.53

## Properties
* HOMO-LUMO gap: 9.95 eV
* molar mass: 87.122 g mol⁻¹
* LUMO energy: 0.91 eV
* HOMO energy: -9.036 eV


Model ii:
Density functional theory data (ωB97M-V with the def2-TZVPD basis set) for a molecular structure, C4H9NO.

Element x y z (Å)
C  -1.83  0.43  0.47
C  -0.96  -0.25  -0.58
C  0.30  -0.90  0.00
N  1.19  0.06  0.64
C  2.21  0.65  0.02
O  2.43  0.34  -1.25
H  -2.73  0.86  0.02
H  -2.15  -0.27  1.25
H  -1.29  1.25  0.96
H  -0.66  0.47  -1.35
H  -1.54  -1.04  -1.09
H  0.87  -1.38  -0.80
H  0.03  -1.66  0.74
H  1.02  0.32  1.60
H  3.12  1.13  -0.65

## Properties
* HOMO-LUMO gap: 9.63 eV
* molar mass: 87.122 g mol⁻¹
* LUMO energy: 0.97 eV
* HOMO energy: -8.666 eV


Top of the stability list: model ii, leading by 0.0453 hartree.


Model i:
Density functional theory data (ωB97M-V with the def2-TZVPD basis set) for C4H9NO in the gas phase.

Element x y z (Å)
C  2.30  -0.43  -0.11
C  1.23  0.63  0.15
C  -0.15  -0.01  0.27
O  -0.30  -0.88  1.12
N  -1.24  0.41  -0.44
C  -2.52  -0.15  -0.04
H  2.25  -0.82  -1.13
H  3.31  -0.02  0.05
H  2.16  -1.26  0.58
H  1.39  1.04  1.15
H  1.30  1.47  -0.56
H  -1.18  0.92  -1.31
H  -2.54  -1.24  -0.16
H  -2.66  0.05  1.03
H  -3.34  0.30  -0.60

## Properties
* HOMO-LUMO gap: 10.58 eV
* molar mass: 87.122 g mol⁻¹
* LUMO energy: 0.95 eV
* HOMO energy: -9.627 eV
* SMILES: CCC(=O)NC


Model ii:
Density functional theory data (ωB97M-V with the def2-TZVPD basis set) for 2 unconnected molecules or ions with the total composition C4H9NO.

Element x y z (Å)
C  -1.42  -0.91  0.41
N  -0.59  -0.03  -0.43
C  -0.89  1.26  -0.41
C  0.40  -0.63  -1.09
C  2.00  0.45  0.81
O  3.17  0.15  0.78
H  -2.16  -1.42  -0.21
H  -1.92  -0.32  1.18
H  -0.77  -1.65  0.89
H  -1.76  1.59  0.14
H  1.57  1.28  0.23
H  -0.37  1.93  -1.08
H  0.98  -0.06  -1.81
H  0.52  -1.70  -0.98
H  1.28  -0.03  1.51

## Properties
* HOMO-LUMO gap: 8.06 eV
* molar mass: 87.122 g mol⁻¹
* LUMO energy: 0.80 eV
* HOMO energy: -7.265 eV


Top of the stability list: model i, leading by 0.1335 hartree.